Here is a molecular structure, C27H30N4NiO5 at a distorted geometry from the OMol25 dataset. Energies are from wB97M-V/def2-TZVPD.

CARTESIAN COORDINATES (ANGSTROEM)
Ni1 -0.441 -1.592 -0.022
C1 3.920 -2.765 -1.327
O1 3.787 -1.669 -2.205
C2 3.604 -0.448 -1.496
C3 4.614 0.499 -1.579
C4 4.511 1.660 -0.831
C5 3.421 1.850 -0.007
C6 2.362 0.929 0.088
C7 1.365 1.144 1.069
N1 0.097 0.674 1.111
N2 -0.408 0.564 2.368
C8 -1.047 -0.553 2.686
O2 -1.240 -1.571 1.940
C9 -1.537 -0.574 4.066
C10 -1.597 0.587 4.859
C11 -2.033 0.534 6.159
C12 -2.439 -0.675 6.729
C13 -2.384 -1.837 5.954
C14 -1.949 -1.786 4.652
C15 2.446 -0.295 -0.692
O3 1.595 -1.250 -0.648
H1 4.397 -3.577 -1.889
H2 4.557 -2.506 -0.475
H3 2.947 -3.083 -0.934
H4 5.477 0.313 -2.208
H5 5.292 2.412 -0.881
H6 3.367 2.746 0.601
H7 1.655 1.639 1.991
H8 -1.292 1.524 4.420
H9 -2.073 1.444 6.750
H10 -2.799 -0.706 7.753
H11 -2.693 -2.784 6.390
H12 -1.908 -2.673 4.035
C16 1.733 -4.538 -3.575
O4 0.763 -4.355 -2.571
C17 0.243 -3.101 -2.357
O5 -0.726 -2.992 -1.631
N3 0.761 -2.128 -3.167
N4 0.119 -0.855 -3.146
H13 1.839 -5.619 -3.680
H14 2.695 -4.099 -3.299
H15 1.408 -4.100 -4.524
H16 1.775 -2.045 -3.143
H17 -0.627 -0.916 -2.435
H18 0.775 -0.171 -2.767
C18 -3.025 0.005 -0.808
C19 -2.082 1.056 -0.188
C20 -2.725 1.476 1.139
C21 -0.651 0.415 -0.065
C22 -1.901 2.258 -1.088
C23 -1.784 3.566 -0.589
C24 -1.518 4.638 -1.412
C25 -1.355 4.466 -2.784
C26 -1.467 3.177 -3.301
C27 -1.733 2.109 -2.477
H19 -3.000 -0.889 -0.178
H20 -2.720 -0.283 -1.810
H21 -4.049 0.383 -0.863
H22 -3.004 0.594 1.709
H23 -3.625 2.062 0.937
H24 -2.051 2.061 1.758
H25 -0.042 0.810 -0.893
H26 -1.898 3.757 0.468
H27 -1.431 5.631 -0.981
H28 -1.139 5.310 -3.428
H29 -1.338 3.011 -4.364
H30 -1.792 1.127 -2.917

The HOMO-LUMO gap (spin up / spin down) comes out at 2.834 / 4.004 eV. As for the multiplicity: 3. The calculation puts the HOMO energy (spin up / spin down) at 0.0698 / 0.0263 hartree. The net charge is -2. Its calculated total energy is -85722.864 eV.



Here is 7 unconnected molecules or ions with the total composition C18H50O7 at a distorted geometry from the OMol25 dataset. Energies are from wB97M-V/def2-TZVPD.

CARTESIAN COORDINATES (ANGSTROEM)
O1 0.357 -0.054 -0.296
H1 -0.566 0.048 -0.527
H2 0.371 -0.789 0.316
C1 -3.154 -1.204 3.655
C2 -2.039 -0.665 2.807
C3 -0.637 -1.098 3.314
O2 -2.050 -1.268 1.529
H3 -4.084 -1.036 3.113
H4 -3.298 -0.775 4.647
H5 -3.147 -2.292 3.727
H6 -2.189 0.410 2.712
H7 0.189 -1.202 2.611
H8 -0.776 -1.921 4.016
H9 -0.331 -0.393 4.087
H10 -2.839 -1.806 1.429
C4 2.873 -0.452 -2.190
C5 3.270 0.904 -1.496
C6 4.466 1.587 -2.197
O3 2.090 1.750 -1.626
H11 2.264 -0.933 -1.425
H12 3.730 -1.124 -2.222
H13 2.440 -0.371 -3.187
H14 3.442 0.770 -0.428
H15 4.462 2.666 -2.041
H16 4.336 1.498 -3.275
H17 5.437 1.160 -1.948
H18 1.454 1.292 -1.071
C7 -4.129 2.186 -2.063
C8 -2.882 1.430 -1.658
C9 -2.571 0.399 -2.762
O4 -1.756 2.178 -1.508
H19 -3.977 2.716 -3.004
H20 -4.389 3.013 -1.403
H21 -4.998 1.555 -2.248
H22 -3.046 0.917 -0.711
H23 -1.699 -0.176 -2.450
H24 -2.442 0.819 -3.760
H25 -3.457 -0.235 -2.808
H26 -1.886 2.767 -0.761
C10 -1.417 2.929 1.815
C11 -2.684 3.833 1.617
C12 -2.517 5.165 2.376
O5 -2.691 4.147 0.340
H27 -0.531 3.527 1.602
H28 -1.524 2.021 1.221
H29 -1.386 2.735 2.887
H30 -3.627 3.316 1.791
H31 -1.526 5.215 2.828
H32 -3.024 4.878 3.296
H33 -2.848 6.005 1.764
H34 -1.896 4.618 0.083
C13 3.478 -0.570 2.301
C14 4.235 -1.765 1.642
C15 5.505 -1.402 0.924
O6 4.348 -2.896 2.528
H35 4.093 0.278 2.603
H36 3.004 -0.994 3.186
H37 2.606 -0.172 1.781
H38 3.479 -2.031 0.903
H39 6.156 -0.769 1.526
H40 5.343 -0.805 0.026
H41 6.069 -2.306 0.692
H42 5.196 -2.794 2.965
C16 -1.282 -3.559 -3.637
C17 -0.131 -3.936 -2.690
C18 -0.132 -3.074 -1.486
O7 -0.434 -5.254 -2.326
H43 -1.386 -2.508 -3.907
H44 -2.226 -3.826 -3.163
H45 -1.172 -4.162 -4.537
H46 0.879 -4.080 -3.073
H47 -0.089 -2.062 -1.889
H48 0.696 -3.194 -0.788
H49 -1.076 -3.053 -0.941
H50 -0.328 -5.722 -3.158

The HOMO-LUMO gap (spin up / spin down) comes out at 1.780 / 9.837 eV. As for the multiplicity: 2. The calculation puts the HOMO energy (spin up / spin down) at 0.0302 / -0.2684 hartree. The net charge is -1. Its calculated total energy is -33805.795 eV. Its relative energy (zero: lowest compared OMol25 entry of this formula, charge and spin) is 2.025 eV.



Here is a single C3H8N4S molecule at a distorted geometry from the OMol25 dataset. Energies are from wB97M-V/def2-TZVPD.

CARTESIAN COORDINATES (ANGSTROEM)
C1 3.854 0.342 0.604
C2 1.704 -0.037 0.093
C3 -2.077 0.396 0.009
H1 4.654 -0.362 0.864
H2 3.388 0.520 1.656
H3 4.326 1.310 0.270
H4 1.459 0.079 1.114
H5 0.738 -0.389 -1.635
H6 -4.196 0.401 0.452
H7 -2.974 -0.494 1.769
H8 -1.074 1.637 -0.814
N1 2.877 -0.041 -0.435
N2 0.477 -0.136 -0.696
N3 -3.204 -0.157 0.682
N4 -2.005 1.597 -0.308
S1 -0.889 -0.985 -0.163

The HOMO-LUMO gap comes out at 10.213 eV. As for the structure (SMILES): [H]/N=C(/N)SN/C=N/C. The calculation puts the HOMO energy at -0.3507 hartree. The net charge is 0. Its calculated total energy is -20034.356 eV. Its relative energy (zero: lowest compared OMol25 entry of this formula, charge and spin) is 1.880 eV.